Run i
C21H22N2O5 | the ωB97M-V functional and the def2-TZVPD basis

Its spin multiplicity is 1. For the HOMO energy, the calculation gives -0.3019 Eh. As for the net charge: 0. The HOMO-LUMO gap comes out at 8.9 eV.

Positions of all 50 atoms, in Å:
C: -3.742 -2.105 -0.515
O: -2.787 -1.623 0.400
C: -1.476 -1.842 0.132
C: -0.989 -2.453 -1.012
C: 0.370 -2.657 -1.179
C: 1.269 -2.232 -0.211
C: 2.707 -2.439 -0.461
O: 3.143 -3.378 -1.081
C: 3.653 -1.369 0.091
N: 3.063 -0.054 0.069
C: 3.048 0.796 1.182
O: 3.522 0.541 2.259
N: 2.406 1.917 0.792
C: 1.827 1.816 -0.529
C: 2.253 2.972 -1.435
C: 0.309 1.687 -0.488
C: -0.416 2.043 0.642
C: -1.793 1.948 0.649
C: -2.486 1.499 -0.468
C: -3.980 1.422 -0.438
C: -1.755 1.133 -1.589
C: -0.375 1.224 -1.603
C: 2.415 0.483 -1.004
O: 2.319 -0.013 -2.096
C: 0.788 -1.614 0.949
C: -0.567 -1.419 1.132
O: -1.129 -0.842 2.227
C: -0.286 -0.464 3.289
H: -4.712 -1.867 -0.083
H: -3.662 -3.189 -0.644
H: -3.647 -1.615 -1.488
H: -1.663 -2.782 -1.786
H: 0.749 -3.131 -2.070
H: 3.908 -1.591 1.133
H: 4.570 -1.391 -0.507
H: 2.279 2.709 1.397
H: 1.772 3.894 -1.117
H: 3.333 3.099 -1.398
H: 1.960 2.753 -2.457
H: 0.087 2.402 1.528
H: -2.341 2.226 1.537
H: -4.296 0.733 0.343
H: -4.404 2.400 -0.212
H: -4.377 1.084 -1.392
H: -2.267 0.775 -2.471
H: 0.175 0.920 -2.480
H: 1.480 -1.330 1.725
H: 0.458 0.276 2.976
H: 0.228 -1.328 3.722
H: -0.940 -0.022 4.038

---

Run ii
C21H22N2O5 | the ωB97M-V functional and the def2-TZVPD basis

Its spin multiplicity is 1. For the HOMO energy, the calculation gives -0.2887 Eh. As for the net charge: 0. The HOMO-LUMO gap comes out at 8.3 eV.

Positions of all 50 atoms, in Å:
C: 0.613 -3.731 3.221
O: 1.495 -3.533 2.145
C: 0.968 -3.244 0.920
C: -0.367 -3.095 0.652
C: -0.818 -2.792 -0.644
C: 0.063 -2.638 -1.679
O: -0.281 -2.344 -2.978
C: -1.628 -2.090 -3.271
C: -2.136 -0.860 -2.588
C: -1.488 0.237 -2.094
C: -2.538 1.031 -1.559
C: -2.407 2.363 -0.902
O: -3.120 3.308 -1.149
N: -1.378 2.402 -0.023
C: -1.059 3.582 0.752
C: 0.377 4.046 0.490
C: 0.678 5.260 1.372
O: 0.497 4.973 2.738
C: -0.828 4.590 3.022
C: -1.232 3.330 2.252
N: -3.689 0.436 -1.730
O: -3.451 -0.736 -2.356
C: 1.461 -2.785 -1.441
C: 2.406 -2.634 -2.475
C: 3.743 -2.779 -2.227
C: 4.193 -3.083 -0.936
C: 3.298 -3.234 0.088
C: 1.915 -3.089 -0.136
H: -0.068 -4.568 3.035
H: 1.243 -3.964 4.079
H: 0.030 -2.829 3.436
H: -1.111 -3.205 1.425
H: -1.883 -2.689 -0.786
H: -1.660 -1.948 -4.357
H: -2.273 -2.942 -3.016
H: -0.440 0.450 -2.127
H: -0.840 1.569 0.158
H: -1.764 4.352 0.422
H: 0.508 4.309 -0.560
H: 1.071 3.240 0.741
H: 1.721 5.567 1.268
H: 0.028 6.098 1.075
H: -0.864 4.416 4.099
H: -1.519 5.409 2.768
H: -2.267 3.073 2.478
H: -0.588 2.502 2.558
H: 2.046 -2.402 -3.465
H: 4.460 -2.662 -3.027
H: 5.252 -3.198 -0.753
H: 3.630 -3.469 1.087

---

Tell me which of them is the least stable. Sure, it is run ii.

---

Run i
H68O34 | the ωB97M-V functional and the def2-TZVPD basis

Its spin multiplicity is 1. For the HOMO energy, the calculation gives -0.3721 Eh. As for the net charge: 0. The HOMO-LUMO gap comes out at 8.7 eV.

Positions of all 102 atoms, in Å:
O: -1.224 -0.158 2.437
H: -0.739 0.666 2.393
H: -0.663 -0.741 2.949
O: 1.870 0.419 5.188
H: 2.632 0.362 4.611
H: 1.243 0.958 4.705
O: 3.738 -2.944 2.159
H: 3.182 -2.853 1.385
H: 4.566 -2.534 1.908
O: -3.427 2.687 -3.862
H: -2.804 2.646 -4.588
H: -3.982 1.916 -3.978
O: 4.702 -2.166 -1.954
H: 4.478 -3.074 -1.746
H: 3.913 -1.813 -2.366
O: -5.642 0.877 -1.093
H: -5.703 0.915 -2.048
H: -5.835 -0.035 -0.876
O: -2.559 -1.520 0.636
H: -2.074 -1.493 -0.189
H: -2.131 -0.865 1.188
O: -4.272 2.525 0.378
H: -4.995 2.086 -0.070
H: -4.699 3.103 1.011
O: -1.393 -4.292 1.208
H: -1.496 -3.432 0.801
H: -1.477 -4.912 0.484
O: 4.575 1.433 2.347
H: 4.797 1.174 1.452
H: 4.567 0.613 2.840
O: 0.942 -4.913 2.436
H: 0.240 -4.559 1.890
H: 1.583 -4.205 2.491
O: -2.306 1.449 -1.038
H: -2.940 1.865 -0.455
H: -2.546 1.756 -1.912
O: 1.475 0.255 1.631
H: 1.590 1.163 1.352
H: 2.106 0.140 2.341
O: 4.756 0.775 -0.248
H: 4.911 0.168 -0.971
H: 4.134 1.413 -0.600
O: 2.728 2.391 -0.952
H: 1.903 2.381 -0.466
H: 2.474 2.220 -1.859
O: -1.420 -1.802 -2.045
H: -1.581 -1.314 -2.852
H: -0.788 -1.269 -1.564
O: 2.002 -4.800 -1.126
H: 2.855 -5.114 -0.824
H: 1.656 -4.300 -0.387
O: -1.758 -0.321 -4.277
H: -2.714 -0.285 -4.252
H: -1.536 -0.174 -5.197
O: 3.411 5.013 0.058
H: 3.234 4.073 0.095
H: 4.364 5.076 0.003
O: 0.311 -1.732 3.753
H: 0.325 -2.129 4.624
H: 1.101 -2.064 3.326
O: -1.906 4.178 0.502
H: -2.704 3.841 0.093
H: -2.203 4.567 1.324
O: 2.546 -1.082 -3.092
H: 1.860 -0.559 -2.677
H: 2.074 -1.684 -3.667
O: -4.647 -1.840 -1.844
H: -3.833 -2.295 -1.629
H: -4.371 -1.091 -2.371
O: 0.707 2.795 0.872
H: 1.049 3.500 1.422
H: -0.202 3.042 0.703
O: 0.496 2.254 3.832
H: 0.893 3.086 3.573
H: -0.352 2.498 4.203
O: 3.163 1.788 -4.274
H: 2.780 1.736 -5.150
H: 2.410 1.791 -3.683
O: 1.405 -2.515 0.488
H: 1.331 -1.684 0.958
H: 1.391 -2.269 -0.437
O: 0.074 4.861 -3.774
H: -0.373 4.015 -3.818
H: 0.065 5.089 -2.844
O: 0.746 1.422 -2.895
H: 0.093 1.604 -3.571
H: 0.233 1.181 -2.124
O: -4.304 0.057 3.872
H: -3.997 -0.464 4.614
H: -3.506 0.293 3.399
O: -2.786 -4.159 -2.761
H: -2.276 -4.968 -2.736
H: -2.158 -3.472 -2.537
O: -0.037 0.154 -0.499
H: -0.788 0.747 -0.479
H: 0.290 0.151 0.401
O: 3.831 -0.653 3.739
H: 3.788 -1.437 3.193
H: 4.359 -0.913 4.493
O: -5.282 -1.580 1.560
H: -4.521 -1.552 0.980
H: -4.992 -1.137 2.357

---

Run ii
H68O34 | the ωB97M-V functional and the def2-TZVPD basis

Its spin multiplicity is 1. For the HOMO energy, the calculation gives -0.3579 Eh. As for the net charge: 0. The HOMO-LUMO gap comes out at 9.3 eV.

Positions of all 102 atoms, in Å:
O: -21.553 -12.322 -5.597
H: -21.059 -12.341 -6.417
H: -21.433 -11.433 -5.265
O: -18.563 -14.282 -3.069
H: -18.687 -13.344 -2.929
H: -17.786 -14.502 -2.556
O: -17.689 -8.710 -4.935
H: -17.696 -8.457 -5.859
H: -17.104 -9.467 -4.898
O: -15.782 -12.523 -3.146
H: -14.943 -12.785 -3.524
H: -15.552 -12.105 -2.317
O: -20.300 -15.055 1.207
H: -20.980 -15.526 1.689
H: -20.432 -15.311 0.294
O: -13.502 -13.277 -4.587
H: -13.618 -14.042 -5.150
H: -12.713 -12.851 -4.921
O: -21.563 -11.541 0.182
H: -21.865 -12.445 0.261
H: -20.632 -11.617 -0.028
O: -19.245 -10.754 -6.760
H: -19.337 -11.554 -7.278
H: -18.596 -10.975 -6.091
O: -16.948 -15.021 -0.947
H: -16.030 -14.751 -0.981
H: -16.919 -15.934 -0.660
O: -17.481 -15.698 2.059
H: -17.863 -16.574 2.119
H: -17.879 -15.316 1.277
O: -16.953 -10.440 1.174
H: -17.568 -11.164 1.290
H: -17.172 -9.825 1.873
O: -19.064 -11.620 -3.229
H: -18.616 -10.966 -2.693
H: -18.479 -11.760 -3.974
O: -17.454 -10.179 -1.492
H: -17.171 -10.454 -0.620
H: -17.589 -9.234 -1.412
O: -19.004 -12.264 2.365
H: -19.461 -12.938 1.862
H: -19.677 -11.897 2.939
O: -24.101 -12.826 -4.159
H: -23.293 -12.436 -4.492
H: -24.776 -12.173 -4.344
O: -17.073 -11.355 -5.259
H: -16.336 -11.552 -4.680
H: -16.826 -11.741 -6.100
O: -16.121 -14.915 -5.148
H: -16.506 -14.163 -4.696
H: -16.192 -15.634 -4.520
O: -21.023 -9.938 -4.063
H: -20.508 -10.678 -3.743
H: -20.372 -9.285 -4.321
O: -15.041 -13.730 1.882
H: -15.755 -14.332 1.671
H: -15.205 -13.473 2.790
O: -19.589 -18.539 -6.324
H: -19.561 -17.598 -6.153
H: -19.307 -18.941 -5.502
O: -22.422 -15.388 -4.348
H: -22.360 -14.656 -4.962
H: -23.150 -15.156 -3.771
O: -15.901 -12.775 -7.263
H: -15.889 -13.564 -6.721
H: -16.189 -13.079 -8.124
O: -20.365 -15.931 -1.318
H: -19.710 -15.569 -1.914
H: -21.193 -15.548 -1.610
O: -18.332 -17.523 -0.341
H: -19.094 -16.972 -0.520
H: -18.608 -18.403 -0.596
O: -23.367 -10.804 -2.195
H: -23.134 -11.655 -2.566
H: -22.640 -10.590 -1.611
O: -15.469 -17.528 0.580
H: -15.361 -17.115 1.436
H: -16.403 -17.731 0.526
O: -16.574 -19.475 -4.809
H: -16.034 -18.794 -4.409
H: -16.079 -19.751 -5.581
O: -15.181 -11.758 -0.501
H: -15.544 -11.092 0.082
H: -14.948 -12.483 0.079
O: -19.681 -15.783 -5.435
H: -20.553 -15.639 -5.066
H: -19.143 -15.088 -5.056
O: -14.836 -17.347 -3.802
H: -14.946 -16.584 -3.235
H: -14.151 -17.864 -3.377
O: -22.694 -14.373 -0.485
H: -23.566 -14.051 -0.258
H: -22.818 -15.310 -0.641
O: -21.320 -18.265 -3.221
H: -20.489 -17.831 -3.029
H: -21.947 -17.858 -2.623
O: -19.232 -12.639 -0.359
H: -18.644 -13.373 -0.186
H: -18.920 -12.270 -1.185
O: -14.274 -15.194 -2.057
H: -13.831 -14.500 -2.545
H: -13.599 -15.861 -1.924

---

Tell me which of them is the least stable. Sure, it is run i.

---

Run i
C8H16N3 | the ωB97M-V functional and the def2-TZVPD basis

Its spin multiplicity is 1. For the HOMO energy, the calculation gives -0.5081 Eh. As for the net charge: +1. The HOMO-LUMO gap comes out at 8.4 eV.

Positions of all 27 atoms, in Å:
C: -1.612 -1.341 2.491
C: -1.777 -1.925 0.990
N: -1.491 -1.040 -0.054
C: -2.346 -0.645 -0.895
C: -1.901 0.550 -1.744
N: -0.686 0.823 -1.641
N: 0.374 0.359 -1.373
C: 1.391 0.878 -0.549
C: 1.746 -0.294 0.414
C: 1.002 2.148 0.044
C: 2.675 0.918 -1.517
H: -2.362 -1.923 3.057
H: -1.791 -0.331 2.249
H: -0.597 -1.649 2.797
H: -2.763 -2.095 0.939
H: -1.225 -2.789 0.931
H: -3.402 -0.935 -0.967
H: -2.418 1.091 -2.509
H: 2.774 -0.251 0.693
H: 1.095 -0.349 1.270
H: 1.635 -1.250 -0.054
H: 1.152 2.912 -0.727
H: -0.095 2.070 0.303
H: 1.426 2.358 0.970
H: 2.860 -0.077 -1.790
H: 2.760 1.689 -2.349
H: 3.572 1.099 -0.980

---

Run ii
C8H16N3 | the ωB97M-V functional and the def2-TZVPD basis

Its spin multiplicity is 1. For the HOMO energy, the calculation gives -0.3956 Eh. As for the net charge: +1. The HOMO-LUMO gap comes out at 6.4 eV.

Positions of all 27 atoms, in Å:
C: 0.849 1.355 -0.328
C: 1.269 0.194 -0.913
C: -0.105 -0.346 -0.626
C: -0.171 -1.870 0.114
C: 0.401 -1.600 1.440
C: 2.417 -0.357 -1.483
C: -1.664 2.919 0.161
C: -1.475 1.486 0.665
N: -1.503 -2.315 0.229
N: 1.631 -1.732 1.842
N: -0.290 0.876 0.162
H: 1.178 2.348 -0.268
H: -0.549 -0.379 -1.575
H: 0.571 -2.547 -0.462
H: -0.268 -1.147 2.171
H: 2.312 -0.804 -2.512
H: 2.757 -1.253 -0.976
H: 3.297 0.227 -1.564
H: -1.901 2.882 -0.925
H: -2.492 3.261 0.858
H: -0.755 3.565 0.341
H: -2.308 0.962 0.221
H: -1.387 1.252 1.731
H: -1.588 -3.291 0.468
H: -1.974 -2.228 -0.715
H: 2.315 -2.148 1.220
H: 1.947 -1.308 2.735

---

Tell me which of them is the least stable. Sure, it is run i.

---

Run i
C17H36BBr2N5OP2SiTa | the ωB97M-V functional and the def2-TZVPD basis

Its spin multiplicity is 1. For the HOMO energy, the calculation gives -0.6655 Eh. As for the net charge: +3. The HOMO-LUMO gap comes out at 7.7 eV.

Positions of all 66 atoms, in Å:
Ta: -0.074 -0.345 -0.291
Br: -2.472 2.167 2.886
C: -3.404 1.407 1.415
Br: -2.398 1.463 -0.284
H: -4.295 1.986 1.200
H: -3.624 0.363 1.605
C: 1.282 -3.874 -1.148
P: 0.298 -2.953 0.059
C: -1.298 -3.798 0.109
C: 1.115 -3.235 1.661
C: 2.383 -2.388 1.759
P: 2.013 -0.620 1.482
C: 3.611 0.135 1.083
C: 1.572 0.053 3.106
H: 1.285 -4.924 -0.849
H: 2.313 -3.524 -1.186
H: 0.829 -3.805 -2.137
H: -1.125 -4.864 0.267
H: -1.822 -3.665 -0.838
H: -1.917 -3.421 0.922
H: 1.346 -4.299 1.747
H: 0.407 -3.003 2.460
H: 3.119 -2.695 1.010
H: 2.861 -2.506 2.734
H: 4.337 -0.141 1.850
H: 3.529 1.222 1.080
H: 3.982 -0.215 0.119
H: 2.446 0.031 3.758
H: 0.780 -0.539 3.566
H: 1.227 1.084 3.017
N: 3.145 0.979 -2.845
C: 3.131 -0.275 -3.407
C: 2.215 -0.996 -2.708
N: 1.683 -0.201 -1.714
C: 2.264 0.991 -1.840
C: 1.811 2.024 -0.940
N: 0.810 1.695 -0.124
C: 0.571 2.802 0.675
C: 1.434 3.786 0.316
N: 2.206 3.276 -0.705
H: 3.711 1.750 -3.171
H: 3.758 -0.536 -4.244
H: 1.905 -2.010 -2.867
H: -0.205 2.817 1.421
H: 1.556 4.792 0.680
H: 2.932 3.789 -1.188
B: -2.141 -1.731 3.680
C: -1.563 -1.170 2.409
N: -1.054 -0.790 1.415
H: -3.247 -1.286 3.841
H: -2.129 -2.926 3.451
H: -1.340 -1.421 4.533
C: -1.639 0.241 -4.318
Si: -1.916 -1.237 -3.245
C: -1.172 -2.793 -3.916
C: -3.643 -1.452 -2.635
O: -0.969 -0.843 -1.793
H: -2.179 0.123 -5.261
H: -0.583 0.368 -4.567
H: -2.006 1.158 -3.853
H: -1.702 -3.056 -4.836
H: -1.287 -3.647 -3.245
H: -0.120 -2.681 -4.187
H: -4.276 -1.760 -3.472
H: -4.063 -0.527 -2.239
H: -3.726 -2.228 -1.872

---

Run ii
C17H36BBr2N5OP2SiTa | the ωB97M-V functional and the def2-TZVPD basis

Its spin multiplicity is 1. For the HOMO energy, the calculation gives -0.6583 Eh. As for the net charge: +3. The HOMO-LUMO gap comes out at 8.0 eV.

Positions of all 66 atoms, in Å:
Ta: -0.111 -0.272 -0.167
Br: -4.198 -0.370 -2.462
C: -2.942 0.595 -3.491
Br: -1.119 0.822 -2.661
H: -3.262 1.619 -3.643
H: -2.717 0.088 -4.422
C: -3.096 2.148 0.037
P: -1.349 2.054 0.491
C: -0.561 3.523 -0.204
C: -1.366 2.306 2.300
C: -1.514 0.959 2.997
P: -0.106 -0.074 2.495
C: -0.335 -1.683 3.281
C: 1.326 0.723 3.294
H: -3.477 3.109 0.389
H: -3.673 1.346 0.498
H: -3.226 2.099 -1.041
H: -1.070 4.412 0.173
H: -0.632 3.514 -1.291
H: 0.489 3.565 0.087
H: -2.188 2.979 2.549
H: -0.441 2.807 2.596
H: -2.447 0.457 2.733
H: -1.493 1.060 4.085
H: -0.432 -1.533 4.358
H: 0.518 -2.335 3.096
H: -1.245 -2.155 2.910
H: 2.029 -0.027 3.652
H: 0.970 1.275 4.165
H: 1.841 1.416 2.628
N: 2.728 -3.468 0.128
C: 3.400 -2.693 1.046
C: 2.634 -1.591 1.242
N: 1.489 -1.694 0.471
C: 1.600 -2.838 -0.203
C: 0.582 -3.105 -1.190
N: -0.255 -2.103 -1.451
C: -1.177 -2.596 -2.352
C: -0.867 -3.886 -2.636
N: 0.249 -4.189 -1.889
H: 3.063 -4.348 -0.241
H: 4.348 -2.987 1.463
H: 2.844 -0.737 1.857
H: -2.006 -2.014 -2.710
H: -1.334 -4.605 -3.288
H: 0.705 -5.092 -1.873
B: -4.535 -1.601 0.995
C: -3.103 -1.282 0.612
N: -1.999 -0.974 0.353
H: -4.451 -2.224 2.028
H: -5.036 -0.508 1.152
H: -5.016 -2.238 0.091
C: 2.128 2.637 -2.828
Si: 2.704 1.482 -1.511
C: 3.553 2.301 -0.087
C: 3.587 -0.009 -2.164
O: 1.258 0.767 -0.778
H: 3.011 3.085 -3.294
H: 1.524 3.460 -2.445
H: 1.579 2.129 -3.622
H: 4.487 2.754 -0.428
H: 3.818 1.586 0.696
H: 2.957 3.102 0.354
H: 4.515 0.293 -2.656
H: 2.986 -0.536 -2.909
H: 3.859 -0.702 -1.364

---

Tell me which of them is the least stable. Sure, it is run i.